ORCA calculation (ωB97M-V with the def2-TZVPD basis set) on a structure of composition C15H10N4NaO7S2.

XYZ file:
```
39
Properties=species:S:1:pos:R:3
Na 0.2416 0.0928 -0.8712
C -2.1105 -2.8322 -0.5212
C -1.5659 -2.6655 -1.9019
N -0.7499 -1.7146 -2.2456
C -0.3902 -1.7795 -3.5738
C -0.9376 -2.8175 -4.2594
S -1.9693 -3.7112 -3.2208
C 0.5379 -0.7605 -4.0847
C 1.0690 -0.6760 -5.3346
S 2.1002 0.6910 -5.4256
C 1.7752 1.0609 -3.7701
N 0.9510 0.2230 -3.2173
C 2.3648 2.2323 -3.0567
H -1.6943 -2.0666 0.1355
H -1.8602 -3.8143 -0.1173
H -3.1976 -2.7400 -0.5183
H -0.8021 -3.0781 -5.2965
H 0.9099 -1.3326 -6.1741
H 3.1435 2.7135 -3.6465
H 2.7519 1.9239 -2.0842
H 1.5819 2.9587 -2.8370
O 2.3101 2.8966 1.5562
C 1.5703 1.9724 1.2006
O 1.5382 1.4599 0.0402
C 0.6257 1.4011 2.2956
C 0.8094 1.9496 3.5407
C 0.0601 1.5676 4.6589
C -0.9064 0.5873 4.5535
C -1.0862 -0.0072 3.3286
C -0.3940 0.3771 2.1112
O -0.7353 -0.1381 1.0146
N -2.0828 -1.0668 3.2847
O -3.0971 -0.9287 3.9604
O -1.8868 -2.0478 2.5889
N 0.2976 2.1811 5.9390
O -0.3866 1.8254 6.8938
O 1.1355 3.0665 6.0195
H 1.5690 2.7131 3.6266
H -1.4901 0.2835 5.4084
```

Max |F|: 0.42 eV/Å
Relative energy (zero: lowest compared OMol25 entry of this formula, charge and spin): 0.0 kcal/mol
Total charge: -1
E_HOMO: -4.8 eV
LUMO: 1.66 eV

Results of the Mulliken charge analysis, in e, for atoms 1 through 6:
1 Na 1.3496
2 C -0.5638
3 C 0.6090
4 N -0.2582
5 C -0.2545
6 C -0.3779

ORCA calculation (ωB97M-V with the def2-TZVPD basis set) on a structure of composition C15H11Cl2N2O8PtS.

XYZ file:
```
40
Properties=species:S:1:pos:R:3
Pt -1.2074 1.2595 1.1371
O -2.2071 -5.4313 -2.2093
C -1.2600 -5.3404 -1.2501
O -0.6965 -6.3356 -0.8852
C -0.9406 -3.9754 -0.7259
C -1.6068 -2.8164 -1.1168
C -1.2661 -1.5836 -0.5922
C -0.2295 -1.5088 0.3246
C 0.4311 -2.6570 0.7454
C 0.0772 -3.8843 0.2176
N 0.1226 -0.2274 0.8341
C 1.3503 0.0857 1.0139
C 1.6185 1.4425 1.4729
C 2.8710 1.9579 1.7448
C 2.9796 3.3025 2.0482
C 1.8351 4.0862 2.0783
C 0.6094 3.4979 1.8241
N 0.5125 2.2009 1.5392
H -2.5507 -4.5568 -2.4278
H -2.4163 -2.8295 -1.8383
H -1.7713 -0.6809 -0.9035
H 1.1962 -2.5968 1.5088
H 0.5709 -4.7924 0.5341
H 2.1622 -0.5899 0.7740
H 3.7408 1.3207 1.6724
H 3.9497 3.7410 2.2403
H 1.8806 5.1440 2.2939
H -0.3239 4.0454 1.8418
O -4.2834 1.5436 2.7713
S -3.8111 1.7518 1.4291
O -4.7854 2.1974 0.4768
O -2.5688 2.6983 1.4360
O -3.0615 0.4872 0.9105
Cl 1.3365 -0.1734 -4.3970
C 1.5184 1.3744 -3.5251
Cl 0.5592 2.6469 -4.3183
C 1.1047 1.2170 -2.0256
O 2.0355 1.5162 -1.2400
O -0.0349 0.8041 -1.8066
H 2.5595 1.6588 -3.6077
```

Max |F|: 0.44 eV/Å
Total charge: -1
E_HOMO: -6.1 eV
LUMO: 1.12 eV

Results of the Mulliken charge analysis, in e, for atoms 1 through 6:
1 Pt 0.6961
2 O -0.5019
3 C 0.6097
4 O -0.5796
5 C 1.2016
6 C -1.1050